Density functional theory data (the ωB97M-V functional and the def2-TZVPD basis) for C17H33Br3O32S8 as an isolated structure in a non-equilibrium geometry.

As for the energy: -380478.1328 eV. The charge is 0. The calculation puts the LUMO energy at -0.491 eV.

CARTESIAN COORDINATES (ANGSTROEM)
C (28.330, -17.670, 10.098)
Br (28.069, -16.314, 11.448)
Br (27.743, -19.495, 10.513)
Br (30.194, -17.431, 9.341)
H (27.653, -17.294, 9.332)
C (27.331, -20.208, 16.532)
C (28.283, -20.863, 15.423)
O (27.741, -22.135, 15.240)
S (26.143, -22.140, 15.482)
O (25.727, -23.447, 16.039)
O (25.473, -21.745, 14.267)
O (26.213, -20.954, 16.589)
H (27.029, -19.180, 16.331)
H (27.915, -19.970, 17.421)
H (29.305, -20.872, 15.800)
H (28.289, -20.320, 14.478)
C (21.369, -7.707, 8.045)
C (19.864, -7.844, 8.351)
O (19.813, -8.706, 9.447)
S (21.081, -9.684, 9.740)
O (20.791, -11.109, 9.641)
O (21.807, -9.209, 10.956)
O (21.880, -8.993, 8.438)
H (21.733, -6.977, 8.768)
H (21.525, -7.470, 6.993)
H (19.374, -8.269, 7.475)
H (19.301, -6.943, 8.596)
C (21.014, -10.772, 15.751)
C (20.207, -11.363, 14.572)
O (19.136, -10.465, 14.299)
S (19.215, -9.011, 15.068)
O (17.926, -8.683, 15.668)
O (19.819, -8.047, 14.123)
O (20.383, -9.604, 16.201)
H (22.029, -10.469, 15.491)
H (21.111, -11.535, 16.523)
H (19.786, -12.316, 14.891)
H (20.803, -11.492, 13.668)
C (26.774, -9.229, 9.644)
C (26.561, -10.443, 10.496)
O (27.839, -11.058, 10.412)
S (29.090, -9.973, 10.212)
O (30.122, -10.605, 9.268)
O (29.545, -9.606, 11.571)
O (28.134, -8.821, 9.550)
H (26.207, -8.327, 9.875)
H (26.649, -9.598, 8.626)
H (25.822, -11.212, 10.271)
H (26.465, -10.190, 11.552)
C (21.805, -17.147, 13.918)
C (23.344, -17.353, 13.903)
O (23.862, -16.865, 12.706)
S (23.029, -15.503, 12.259)
O (22.769, -15.392, 10.859)
O (23.599, -14.396, 13.100)
O (21.594, -16.032, 13.032)
H (21.444, -16.776, 14.877)
H (21.209, -18.048, 13.772)
H (23.463, -18.436, 13.939)
H (23.898, -16.804, 14.664)
C (19.400, -18.421, 20.843)
C (19.161, -18.996, 19.454)
O (19.768, -18.103, 18.654)
S (19.528, -16.555, 19.118)
O (18.219, -16.040, 18.614)
O (20.722, -15.718, 19.058)
O (19.309, -17.064, 20.700)
H (20.466, -18.486, 21.063)
H (18.790, -18.917, 21.597)
H (18.090, -18.922, 19.264)
H (19.543, -19.999, 19.267)
C (21.174, -19.580, 8.692)
C (19.671, -19.316, 8.433)
O (18.888, -20.058, 9.356)
S (19.779, -21.147, 10.290)
O (19.836, -22.478, 9.608)
O (19.318, -20.967, 11.697)
O (21.134, -20.221, 9.952)
H (21.859, -18.785, 8.988)
H (21.617, -20.270, 7.975)
H (19.306, -19.604, 7.447)
H (19.292, -18.309, 8.607)
C (26.049, -18.417, 22.255)
C (27.285, -17.540, 22.432)
O (27.373, -16.887, 21.208)
S (25.905, -16.390, 20.753)
O (25.717, -16.464, 19.276)
O (25.394, -15.231, 21.449)
O (25.177, -17.732, 21.379)
H (25.501, -18.410, 23.197)
H (26.312, -19.375, 21.806)
H (28.197, -18.137, 22.444)
H (27.083, -16.918, 23.304)

Want to see where the charge sits? The Löwdin charges in e are: number 1, C, carries -1.556; number 2, Br, carries 0.559; number 3, Br, carries 0.556; number 4, Br, carries 0.496; number 5, H, carries -0.045; number 6, C, carries -0.216; number 7, C, carries -0.153; number 8, O, carries -0.190; number 9, S, carries 0.710; number 10, O, carries -0.247; number 11, O, carries -0.237; number 12, O, carries -0.172; number 13, H, carries 0.127; number 14, H, carries 0.124; number 15, H, carries 0.129; number 16, H, carries 0.122; number 17, C, carries -0.149; number 18, C, carries -0.189; number 19, O, carries -0.208; number 20, S, carries 0.755; number 21, O, carries -0.233; number 22, O, carries -0.276; number 23, O, carries -0.231; number 24, H, carries 0.128; number 25, H, carries 0.136; number 26, H, carries 0.125; number 27, H, carries 0.138; number 28, C, carries -0.200; number 29, C, carries -0.153; number 30, O, carries -0.216; number 31, S, carries 0.781; number 32, O, carries -0.246; number 33, O, carries -0.268; number 34, O, carries -0.203; number 35, H, carries 0.126; number 36, H, carries 0.127; number 37, H, carries 0.126; number 38, H, carries 0.129; number 39, C, carries -0.183; number 40, C, carries -0.171; number 41, O, carries -0.227; number 42, S, carries 0.793; number 43, O, carries -0.289; number 44, O, carries -0.269; number 45, O, carries -0.202; number 46, H, carries 0.142; number 47, H, carries 0.134; number 48, H, carries 0.145; number 49, H, carries 0.129; number 50, C, carries -0.150; number 51, C, carries -0.197; number 52, O, carries -0.215; number 53, S, carries 0.765; number 54, O, carries -0.225; number 55, O, carries -0.278; number 56, O, carries -0.220; number 57, H, carries 0.123; number 58, H, carries 0.126; number 59, H, carries 0.133; number 60, H, carries 0.132; number 61, C, carries -0.220; number 62, C, carries -0.233; number 63, O, carries -0.195; number 64, S, carries 0.779; number 65, O, carries -0.260; number 66, O, carries -0.233; number 67, O, carries -0.193; number 68, H, carries 0.132; number 69, H, carries 0.141; number 70, H, carries 0.134; number 71, H, carries 0.148; number 72, C, carries -0.146; number 73, C, carries -0.171; number 74, O, carries -0.232; number 75, S, carries 0.817; number 76, O, carries -0.271; number 77, O, carries -0.264; number 78, O, carries -0.251; number 79, H, carries 0.138; number 80, H, carries 0.127; number 81, H, carries 0.125; number 82, H, carries 0.129; number 83, C, carries -0.185; number 84, C, carries -0.196; number 85, O, carries -0.190; number 86, S, carries 0.721; number 87, O, carries -0.266; number 88, O, carries -0.229; number 89, O, carries -0.203; number 90, H, carries 0.134; number 91, H, carries 0.134; number 92, H, carries 0.143; number 93, H, carries 0.135

Density functional theory data (the ωB97M-V functional and the def2-TZVPD basis) for an isolated ion of composition C9H12N3O and charge +1 in a non-equilibrium geometry.

As for the structure (SMILES): CON[N+]1=CNCc2ccccc21. As for the energy: -16034.7590 eV. The charge is +1. As for the energy relative to the best compared isomer or geometry (same formula, charge and spin): 4.8842 eV. The calculation puts the LUMO energy at -3.937 eV.

CARTESIAN COORDINATES (ANGSTROEM)
C (0.935, -0.555, -3.211)
C (1.109, -1.564, -2.277)
C (0.387, 0.662, -2.902)
C (0.735, -1.308, -0.973)
C (-0.038, 0.953, -1.618)
C (0.149, -0.107, -0.645)
C (-0.847, 2.105, -1.166)
C (-1.389, 0.917, 0.861)
C (0.274, -1.280, 3.792)
N (-1.794, 1.631, -0.190)
N (-0.326, 0.087, 0.687)
N (0.808, -0.027, 1.873)
O (0.248, -0.077, 3.105)
H (1.250, -0.766, -4.299)
H (1.546, -2.479, -2.464)
H (0.072, 1.398, -3.672)
H (0.785, -2.168, -0.254)
H (-0.144, 2.768, -0.599)
H (-1.306, 2.656, -2.064)
H (-1.891, 0.914, 1.883)
H (-0.422, -2.158, 3.499)
H (-0.068, -1.010, 4.803)
H (1.251, -1.851, 3.961)
H (-2.512, 2.249, 0.058)
H (1.189, -0.993, 1.815)

Want to see where the charge sits? The Löwdin charges in e are: number 1, C, carries -0.060; number 2, C, carries -0.051; number 3, C, carries -0.033; number 4, C, carries -0.018; number 5, C, carries -0.140; number 6, C, carries -0.163; number 7, C, carries -0.101; number 8, C, carries -0.011; number 9, C, carries -0.117; number 10, N, carries 0.074; number 11, N, carries 0.044; number 12, N, carries 0.124; number 13, O, carries -0.181; number 14, H, carries 0.151; number 15, H, carries 0.093; number 16, H, carries 0.138; number 17, H, carries 0.138; number 18, H, carries 0.155; number 19, H, carries 0.172; number 20, H, carries 0.187; number 21, H, carries 0.121; number 22, H, carries 0.102; number 23, H, carries 0.118; number 24, H, carries 0.138; number 25, H, carries 0.119

Density functional theory data (the ωB97M-V functional and the def2-TZVPD basis) for a 5-piece molecular cluster, C63H49O9S overall in a non-equilibrium geometry.

As for the energy: -95383.6131 eV. The charge is +1. As for the energy relative to the best compared isomer or geometry (same formula, charge and spin): 0.1445 eV. The calculation puts the LUMO energy at -2.949 eV.

CARTESIAN COORDINATES (ANGSTROEM)
C (1.795, -2.350, -0.639)
C (0.697, -2.908, -1.540)
O (0.683, -2.336, -2.857)
C (-0.315, -1.347, -3.082)
C (0.134, 0.069, -2.731)
C (1.562, 0.408, -3.128)
C (1.844, 0.541, -4.620)
C (1.738, -0.764, -5.395)
S (2.871, -2.041, -4.796)
H (2.519, -1.783, -1.226)
H (1.392, -1.682, 0.119)
H (2.337, -3.151, -0.144)
H (0.847, -3.977, -1.677)
H (-0.277, -2.795, -1.065)
H (-1.223, -1.583, -2.523)
H (-0.603, -1.417, -4.132)
H (0.069, 0.193, -1.648)
H (-0.566, 0.787, -3.163)
H (1.830, 1.357, -2.664)
H (2.238, -0.329, -2.690)
H (2.855, 0.936, -4.750)
H (1.178, 1.264, -5.090)
H (0.753, -1.217, -5.325)
H (1.973, -0.644, -6.450)
H (3.500, -1.367, -3.830)
H (2.009, -2.715, -4.011)
C (-0.033, -8.706, 2.843)
C (0.731, -7.686, 2.287)
C (0.127, -6.506, 1.889)
C (-1.245, -6.341, 2.040)
C (-2.012, -7.372, 2.588)
C (-1.400, -8.550, 2.995)
C (-3.490, -7.236, 2.738)
O (-4.155, -8.124, 3.223)
C (-4.121, -5.968, 2.268)
C (-5.500, -5.831, 2.357)
C (-6.106, -4.658, 1.941)
C (-5.336, -3.613, 1.440)
C (-3.962, -3.746, 1.346)
C (-3.349, -4.924, 1.753)
C (-1.871, -5.056, 1.622)
O (-1.195, -4.144, 1.186)
H (0.446, -9.621, 3.165)
H (1.799, -7.813, 2.174)
H (0.711, -5.701, 1.465)
H (-2.004, -9.335, 3.429)
H (-6.086, -6.648, 2.753)
H (-7.180, -4.554, 2.009)
H (-5.812, -2.694, 1.124)
H (-3.354, -2.941, 0.960)
C (0.065, 2.678, 0.345)
C (0.853, 3.643, -0.275)
C (0.276, 4.807, -0.751)
C (-1.093, 5.007, -0.621)
C (-1.883, 4.032, -0.012)
C (-1.298, 2.871, 0.477)
C (-3.364, 4.202, 0.110)
O (-4.041, 3.349, 0.641)
C (-3.967, 5.442, -0.452)
C (-5.344, 5.608, -0.393)
C (-5.923, 6.757, -0.903)
C (-5.130, 7.748, -1.470)
C (-3.756, 7.588, -1.536)
C (-3.171, 6.434, -1.032)
C (-1.695, 6.273, -1.137)
O (-1.000, 7.134, -1.634)
H (0.520, 1.772, 0.726)
H (1.919, 3.488, -0.381)
H (0.878, 5.570, -1.224)
H (-1.923, 2.128, 0.955)
H (-5.951, 4.832, 0.054)
H (-6.996, 6.884, -0.859)
H (-5.585, 8.647, -1.864)
H (-3.129, 8.350, -1.977)
C (1.217, 8.130, -3.591)
C (2.297, 8.985, -3.401)
C (2.469, 10.085, -4.224)
C (1.563, 10.332, -5.247)
C (0.486, 9.466, -5.447)
C (0.314, 8.371, -4.611)
C (-0.486, 9.687, -6.557)
O (-1.425, 8.937, -6.725)
C (-0.259, 10.854, -7.456)
C (-1.122, 11.059, -8.526)
C (-0.935, 12.143, -9.365)
C (0.110, 13.031, -9.138)
C (0.975, 12.831, -8.076)
C (0.798, 11.740, -7.235)
C (1.758, 11.532, -6.112)
O (2.666, 12.308, -5.910)
H (1.072, 7.281, -2.941)
H (3.006, 8.795, -2.605)
H (3.300, 10.762, -4.083)
H (-0.532, 7.715, -4.767)
H (-1.933, 10.364, -8.689)
H (-1.606, 12.299, -10.199)
H (0.250, 13.881, -9.793)
H (1.793, 13.513, -7.890)
C (6.746, -9.602, 7.499)
C (6.687, -9.608, 8.888)
C (5.516, -9.255, 9.536)
C (4.400, -8.886, 8.798)
C (4.463, -8.865, 7.402)
C (5.638, -9.231, 6.757)
C (3.291, -8.441, 6.586)
O (3.339, -8.431, 5.372)
C (2.055, -8.026, 7.310)
C (0.965, -7.583, 6.574)
C (-0.200, -7.206, 7.218)
C (-0.281, -7.274, 8.605)
C (0.805, -7.709, 9.345)
C (1.978, -8.081, 8.702)
C (3.144, -8.526, 9.520)
O (3.074, -8.591, 10.727)
H (7.660, -9.886, 6.995)
H (7.557, -9.892, 9.465)
H (5.455, -9.262, 10.616)
H (5.671, -9.220, 5.677)
H (1.040, -7.540, 5.495)
H (-1.048, -6.862, 6.641)
H (-1.194, -6.984, 9.108)
H (0.756, -7.764, 10.424)

Results of the Löwdin charge analysis, in e, for atoms 1 through 99: number 1, C, carries -0.044; number 2, C, carries -0.215; number 3, O, carries -0.253; number 4, C, carries -0.198; number 5, C, carries -0.143; number 6, C, carries -0.211; number 7, C, carries -0.222; number 8, C, carries -0.390; number 9, S, carries 1.136; number 10, H, carries 0.057; number 11, H, carries 0.080; number 12, H, carries 0.079; number 13, H, carries 0.123; number 14, H, carries 0.111; number 15, H, carries 0.132; number 16, H, carries 0.111; number 17, H, carries 0.109; number 18, H, carries 0.132; number 19, H, carries 0.119; number 20, H, carries 0.063; number 21, H, carries 0.122; number 22, H, carries 0.134; number 23, H, carries 0.072; number 24, H, carries 0.094; number 25, H, carries -0.009; number 26, H, carries -0.014; number 27, C, carries -0.052; number 28, C, carries -0.054; number 29, C, carries -0.007; number 30, C, carries -0.086; number 31, C, carries -0.080; number 32, C, carries 0.004; number 33, C, carries -0.276; number 34, O, carries 0.118; number 35, C, carries -0.080; number 36, C, carries 0.004; number 37, C, carries -0.048; number 38, C, carries -0.055; number 39, C, carries -0.008; number 40, C, carries -0.085; number 41, C, carries -0.273; number 42, O, carries 0.076; number 43, H, carries 0.115; number 44, H, carries 0.111; number 45, H, carries 0.111; number 46, H, carries 0.124; number 47, H, carries 0.124; number 48, H, carries 0.111; number 49, H, carries 0.109; number 50, H, carries 0.114; number 51, C, carries -0.074; number 52, C, carries -0.067; number 53, C, carries -0.001; number 54, C, carries -0.074; number 55, C, carries -0.077; number 56, C, carries -0.004; number 57, C, carries -0.277; number 58, O, carries 0.110; number 59, C, carries -0.084; number 60, C, carries 0.001; number 61, C, carries -0.048; number 62, C, carries -0.046; number 63, C, carries 0.005; number 64, C, carries -0.082; number 65, C, carries -0.263; number 66, O, carries 0.101; number 67, H, carries 0.103; number 68, H, carries 0.105; number 69, H, carries 0.110; number 70, H, carries 0.121; number 71, H, carries 0.122; number 72, H, carries 0.111; number 73, H, carries 0.112; number 74, H, carries 0.123; number 75, C, carries -0.063; number 76, C, carries -0.051; number 77, C, carries -0.001; number 78, C, carries -0.082; number 79, C, carries -0.081; number 80, C, carries -0.002; number 81, C, carries -0.278; number 82, O, carries 0.101; number 83, C, carries -0.084; number 84, C, carries -0.004; number 85, C, carries -0.055; number 86, C, carries -0.053; number 87, C, carries -0.001; number 88, C, carries -0.082; number 89, C, carries -0.277; number 90, O, carries 0.110; number 91, H, carries 0.076; number 92, H, carries 0.107; number 93, H, carries 0.121; number 94, H, carries 0.118; number 95, H, carries 0.120; number 96, H, carries 0.108; number 97, H, carries 0.109; number 98, H, carries 0.121; number 99, C, carries -0.056